Record 1
# C8H19FLiNO8

A molecular structure, C8H19FLiNO8 in a non-equilibrium geometry (wB97M-V/def2-TZVPD, the Open Molecules 2025 dataset).

Structure (XYZ):
```
38
Properties=species:S:1:pos:R:3:lowdin_charge:R:1
Li -0.1600 -1.0663 0.6449 0.78
N -0.5205 -2.7614 4.4951 0.34
H -1.1884 -2.5246 5.2148 0.15
H 0.3287 -3.1955 4.8275 0.15
H -0.1735 -1.8726 4.1637 0.10
H -0.8691 -3.3026 3.7169 0.13
C 1.1844 1.5694 4.2040 -0.40
O 0.5888 0.7038 3.2323 -0.52
H 1.9208 2.2743 3.8182 0.03
H 0.4551 2.1040 4.8127 0.03
H 1.7567 1.0023 4.9381 0.02
C -2.6423 -3.9498 -0.0705 -0.42
O -1.4159 -3.7385 0.5971 -0.52
H -3.2290 -3.0317 -0.0407 0.02
H -2.5840 -4.1948 -1.1310 0.04
H -3.2687 -4.7089 0.3981 0.03
C -4.6518 2.6294 -3.1280 -0.04
C -3.5518 2.3845 -4.2016 -0.32
O -2.5970 1.5639 -3.5927 0.15
C -2.8043 1.5248 -2.2649 -0.54
O -2.1187 1.0109 -1.4508 0.18
O -3.9806 2.1581 -1.9662 0.06
F -2.9013 3.5225 -4.3181 0.09
H -5.5555 2.0252 -3.2069 0.13
H -4.9264 3.6742 -2.9828 0.14
H -3.8830 2.0690 -5.1910 0.17
C 5.1596 -1.6725 -1.2960 -0.03
O 4.9489 -0.2442 -1.2922 -0.03
C 3.7054 0.2560 -1.0438 -0.61
O 2.6964 -0.3944 -0.7487 0.07
O 3.8600 1.5072 -0.9725 0.04
C 2.8481 2.4344 -0.6637 -0.01
H 4.4955 -2.0871 -2.0544 0.10
H 4.9610 -2.0397 -0.2891 0.09
H 6.2330 -1.8139 -1.4222 0.09
H 1.8252 2.1217 -0.8736 0.10
H 2.9615 3.3610 -1.2264 0.09
H 3.0927 2.7020 0.3642 0.11
```

total charge = 0
DFT total energy = -29390.8185 eV
HOMO level = -0.2312 Ha
Kohn-Sham gap = 0.2072 hartree

Record 2
# C8H19I2O3P2Ru

A molecular structure, C8H19I2O3P2Ru in a non-equilibrium geometry (wB97M-V/def2-TZVPD, the Open Molecules 2025 dataset).

Structure (XYZ):
```
35
Properties=species:S:1:pos:R:3:lowdin_charge:R:1
I -2.5107 -0.1292 -0.3519 0.95
I 0.5652 -0.0079 -2.4023 0.92
Ru 0.2052 -0.0950 0.3459 0.37
P -0.0209 -2.3514 -0.1429 0.59
C -0.6495 -3.1730 1.3227 -0.21
C -1.0282 -2.9176 -1.5574 -0.29
H -0.7698 -3.9617 -1.7670 0.09
H 1.4550 -4.1386 -0.6931 0.10
H -0.7862 -2.2988 -2.4309 -0.03
H 2.0887 -2.5701 -1.2890 0.05
H -1.5675 -2.6820 1.6708 0.06
H -2.0901 -2.8009 -1.3185 0.03
C 1.6065 -3.0815 -0.4519 -0.19
H -0.8636 -4.2232 1.0854 0.10
H 2.2141 -2.9785 0.4551 0.05
H 0.1210 -3.1115 2.1119 0.05
P 0.0444 2.1958 -0.1112 0.61
C -0.3061 3.0934 1.4375 -0.21
C 1.5896 2.9741 -0.7177 -0.22
H -1.1170 2.2919 -2.2555 -0.01
H -1.0183 3.9095 -1.4914 0.09
H -2.2030 2.6923 -0.8907 0.02
C -1.1978 2.8384 -1.3059 -0.30
H 1.8771 2.5357 -1.6795 0.02
H 1.4143 4.0480 -0.8358 0.09
H -0.2395 4.1811 1.2936 0.09
H 0.4315 2.7818 2.1900 0.07
H 2.3789 2.8009 0.0206 0.07
H -1.3144 2.8314 1.7861 0.07
C -0.3455 -0.0097 2.0999 -0.36
O -0.6091 0.1441 3.2244 0.20
O 1.9508 -2.1827 2.5978 0.28
C 2.4414 -1.0459 2.4245 -0.31
O 2.4220 -0.3204 1.3736 -0.04
H 2.9536 -0.5947 3.3008 0.22
```

2S+1 = 5
total charge = +3
DFT total energy = -52075.2876 eV
energy above the lowest of the compared OMol25 structures with the same formula, charge and spin = 0.00 kJ/mol
HOMO level (spin up / spin down) = -0.7387 / -0.7587 Ha
Kohn-Sham gap (spin up / spin down) = 0.2786 / 0.2214 hartree

Record 3
# C8H19InNO4

A molecular structure, C8H19InNO4 in a non-equilibrium geometry (wB97M-V/def2-TZVPD, the Open Molecules 2025 dataset).

Structure (XYZ):
```
33
Properties=species:S:1:pos:R:3:lowdin_charge:R:1
C -3.8069 -0.1677 -2.6510 0.01
C -2.8754 -1.2852 -3.0396 -0.63
O -3.2588 -2.1973 -3.6809 0.12
O -1.6308 -1.1940 -2.6028 -0.12
C -0.8403 -0.2126 -3.3613 -0.26
In 0.5652 0.9592 -2.0334 0.54
O 2.1235 -0.2276 -1.3171 -0.41
C 2.5566 0.0515 -0.0203 -0.40
C 2.3405 -1.1530 0.9046 -0.21
N 2.2342 -0.8263 2.3282 -0.06
C 0.8885 -0.8357 2.8689 -0.21
C 0.0501 0.2943 2.3170 -0.45
C 0.6532 1.6155 2.7576 -0.05
O -1.2578 0.1813 2.8594 -0.04
H -3.5699 0.7472 -3.1714 0.07
H -3.7592 -0.0364 -1.5798 0.09
H -4.8094 -0.4634 -2.9137 0.07
H -1.5157 0.5204 -3.7833 0.02
H -0.3075 -0.6878 -4.1767 0.03
H 1.1843 2.3020 -3.0590 -0.12
H -0.4189 1.7047 -0.7456 -0.09
H 3.6288 0.2724 -0.0280 0.10
H 2.0381 0.9272 0.3721 0.06
H 3.2372 -1.7513 0.7837 0.10
H 1.5244 -1.7695 0.5347 0.12
H 2.8553 -1.3852 2.8881 0.09
H 0.3761 -1.7959 2.7563 0.12
H 0.9604 -0.6324 3.9323 0.11
H 0.0218 0.2286 1.2413 0.09
H -0.0018 2.4187 2.4382 0.08
H 1.6479 1.7391 2.3746 0.06
H 0.7439 1.5764 3.8355 0.08
H -1.5776 1.0831 2.9714 0.08
```

total charge = -1
DFT total energy = -23456.8614 eV
energy above the lowest of the compared OMol25 structures with the same formula, charge and spin = 34.89 kJ/mol
HOMO level = -0.1752 Ha
Kohn-Sham gap = 0.2890 hartree

Record 4
# C8H19N2O

A gas-phase ion, C8H19N2O (charge +1) in a non-equilibrium geometry (wB97M-V/def2-TZVPD, the Open Molecules 2025 dataset).

Structure (XYZ):
```
30
Properties=species:S:1:pos:R:3:lowdin_charge:R:1
C -1.9188 1.1185 -1.7803 -0.08
N -1.5586 0.0997 -0.7806 -0.21
C -2.4541 -1.0777 -0.9213 -0.07
C -0.1637 -0.3662 -1.1019 -0.24
N 0.7735 -0.2381 -0.0622 -0.19
C 1.9976 -0.8415 -0.7251 0.04
C 1.0102 1.2848 0.2603 -0.01
C 1.1429 1.6837 1.7246 -0.17
O 0.2277 0.9917 2.5620 -0.11
C 0.5968 -0.3793 2.5809 -0.17
C 0.3952 -1.0692 1.2325 0.00
H -3.0113 1.1748 -1.9191 0.10
H -1.5021 2.0933 -1.4669 0.09
H -1.4407 0.8319 -2.7336 0.09
H -3.4792 -0.7750 -1.1845 0.10
H -2.0663 -1.7214 -1.7308 0.09
H -2.4465 -1.6791 0.0074 0.09
H -0.2712 -1.4275 -1.4239 0.14
H 0.1827 0.2173 -1.9942 0.15
H 2.4286 -1.6294 -0.1201 0.11
H 1.6961 -1.2825 -1.6847 0.11
H 2.7205 -0.0610 -0.9254 0.10
H 1.9379 1.5574 -0.2458 0.13
H 0.1592 1.8265 -0.1684 0.12
H 2.1818 1.5488 2.0841 0.14
H 0.8870 2.7426 1.8620 0.15
H 1.6395 -0.4869 2.9371 0.14
H -0.0526 -0.8184 3.3489 0.15
H -0.6547 -1.3680 1.1441 0.12
H 1.0426 -1.9500 1.2249 0.13
```

total charge = +1
SMILES = CN(C)C[N+]1(C)CCOCC1
DFT total energy = -13623.2487 eV
energy above the lowest of the compared OMol25 structures with the same formula, charge and spin = 207.17 kJ/mol
HOMO level = -0.4787 Ha
Kohn-Sham gap = 0.3875 hartree

Record 5
# C8H19NO

A molecular structure, C8H19NO in a non-equilibrium geometry (wB97M-V/def2-TZVPD, the Open Molecules 2025 dataset).

Structure (XYZ):
```
29
Properties=species:S:1:pos:R:3:lowdin_charge:R:1
C -1.0525 -0.4889 0.0244 -0.36
C 1.4256 0.2241 0.0696 -0.47
C -0.4045 0.6162 0.6369 -0.05
C -1.3573 -0.4695 -1.4401 -0.03
C -1.0539 -1.8318 0.6994 -0.03
C 1.7025 1.3180 -0.9464 -0.09
C 2.1869 0.4690 1.3625 -0.10
C 1.8009 -1.1328 -0.4992 -0.08
N -3.1584 1.3705 0.1139 -0.06
O -2.5646 0.3832 0.9312 -0.29
H -3.2487 2.2333 0.6506 0.07
H -4.1042 1.0541 -0.1011 0.07
H -0.5839 1.5889 0.1965 0.10
H -0.3093 0.5707 1.7146 0.10
H -0.5047 -0.2171 -2.0671 0.07
H -1.7723 -1.4096 -1.8018 0.09
H -2.0967 0.3170 -1.6289 0.08
H -2.0913 -2.1630 0.7656 0.09
H -0.5316 -2.5870 0.1145 0.08
H -0.6570 -1.7862 1.7115 0.09
H 1.4863 2.3081 -0.5449 0.08
H 2.7600 1.3075 -1.2359 0.08
H 1.1134 1.1829 -1.8540 0.07
H 1.9445 -0.2836 2.1146 0.08
H 1.9750 1.4536 1.7795 0.08
H 3.2680 0.4146 1.1888 0.08
H 1.6545 -1.9397 0.2175 0.07
H 1.3002 -1.3537 -1.4410 0.07
H 2.8730 -1.1489 -0.7311 0.09
```

total charge = 0
DFT total energy = -12137.5386 eV
energy above the lowest of the compared OMol25 structures with the same formula, charge and spin = 489.40 kJ/mol
HOMO level = -0.2727 Ha
Kohn-Sham gap = 0.3017 hartree

Record 6
# C8H19NO

3 unconnected molecules or ions with the total composition C8H19NO in a non-equilibrium geometry (wB97M-V/def2-TZVPD, the Open Molecules 2025 dataset).

Structure (XYZ):
```
29
Properties=species:S:1:pos:R:3:lowdin_charge:R:1
C 0.3462 -0.9619 0.3531 -0.45
C 0.8691 0.3527 0.2424 -0.34
C -1.2879 -0.3268 -0.8697 -0.26
C -0.3338 -1.5046 1.5760 -0.02
C 1.7086 0.7661 -0.9417 -0.05
C 0.3295 1.5216 1.0167 -0.04
C -2.4114 0.3249 -0.1015 -0.11
C -1.0652 0.2928 -2.2272 -0.11
N 2.4264 -0.1703 1.5081 -0.02
O 0.9113 -1.9902 -0.3388 0.04
H 1.4363 -1.6605 -1.0777 0.09
H -1.4623 -1.3977 -0.9767 0.10
H 2.7645 -1.1218 1.3551 -0.01
H 2.0529 -0.1765 2.4582 -0.02
H 0.3831 -2.1125 2.1253 0.09
H -0.7061 -0.7237 2.2295 0.07
H -1.1613 -2.1482 1.2748 0.09
H 1.9537 -0.0341 -1.6406 0.08
H -0.2076 2.2048 0.3578 0.08
H 2.6457 1.1536 -0.5445 0.09
H 1.2290 1.5601 -1.5112 0.08
H 1.1822 2.0649 1.4245 0.09
H -0.3184 1.2352 1.8396 0.08
H -2.2559 1.3973 0.0244 0.06
H -0.8958 1.3700 -2.1649 0.07
H -2.5654 -0.1204 0.8806 0.06
H -3.3562 0.2116 -0.6501 0.08
H -0.2468 -0.1745 -2.7755 0.07
H -1.9642 0.1678 -2.8461 0.08
```

total charge = 0
DFT total energy = -12138.0458 eV
energy above the lowest of the compared OMol25 structures with the same formula, charge and spin = 440.47 kJ/mol
HOMO level (spin up / spin down) = -0.2558 / -0.2557 Ha
Kohn-Sham gap (spin up / spin down) = 0.2820 / 0.2820 hartree